Record 1
Entry from the Open Molecules 2025 dataset: a molecular structure, C25H50ClF3O3P2PbSSi2 (ωB97M-V/def2-TZVPD).

Each line ends with the Mulliken charge.
Element x y z (Å)
Pb -0.175 -0.630 -0.468  1.204
C 2.502 -0.124 0.881  0.184
C 1.917 -1.335 1.325  0.290
C 1.841 -2.193 0.154  -0.809
Si 1.476 -1.617 3.141  -0.180
C 2.331 -1.458 -0.975  -0.777
C 2.708 -0.131 -0.526  -0.202
Si 3.416 1.332 -1.503  -0.143
H 2.937 0.618 1.554  0.681
H 1.551 -3.263 0.164  0.373
H 2.475 -1.851 -1.993  0.341
Cl -4.162 -0.368 -1.938  -0.080
C 4.511 2.366 -0.426  -0.968
C 4.391 0.650 -2.934  -1.086
C 2.542 -0.511 4.182  -1.084
C 1.749 -3.410 3.545  -1.022
H 5.197 0.033 -2.516  0.331
H 4.843 1.496 -3.469  0.330
H 3.822 0.040 -3.644  0.305
H 3.928 2.849 0.367  0.186
H 5.002 3.116 -1.060  0.390
H 5.263 1.716 0.038  0.310
H 2.796 -3.642 3.307  0.356
H 1.105 -4.109 2.998  0.295
H 1.596 -3.543 4.625  0.347
H 3.593 -0.707 3.933  0.321
H 2.360 -0.751 5.238  0.353
H 2.322 0.549 3.999  0.204
C 1.959 2.395 -2.098  -1.096
C -0.339 -1.131 3.405  -0.569
P 0.437 1.437 -2.472  -0.004
H 2.269 2.981 -2.981  0.885
H 1.677 3.096 -1.288  0.387
P -1.430 -1.510 1.985  -0.297
H -0.398 -0.036 3.546  -0.196
H -0.717 -1.626 4.314  1.048
C -3.151 -0.967 2.492  0.650
C -1.529 -3.375 1.858  1.282
C 0.873 0.432 -4.014  1.284
C -0.858 2.643 -3.106  0.696
C -1.904 2.894 -2.007  -1.096
H -1.366 2.139 -3.954  0.340
C -0.214 3.950 -3.573  -1.544
H 0.332 4.421 -2.745  0.265
H -1.008 4.637 -3.898  0.488
H 0.485 3.799 -4.407  0.275
H -2.437 1.971 -1.728  0.040
H -2.638 3.619 -2.388  0.527
H -1.440 3.325 -1.105  0.172
H 1.765 -0.145 -3.706  -0.395
C 1.231 1.335 -5.203  -1.611
C -0.263 -0.546 -4.371  -1.405
H 2.062 2.019 -4.970  0.288
H 0.356 1.925 -5.522  0.299
H 1.539 0.687 -6.040  0.482
H -0.467 -1.265 -3.560  0.216
H 0.041 -1.109 -5.268  0.482
H -1.202 -0.008 -4.588  0.252
H -0.477 -3.702 1.760  -0.291
C -2.307 -3.777 0.589  -1.382
C -2.140 -3.980 3.125  -1.577
H -1.573 -3.712 4.028  0.284
H -2.129 -5.076 3.021  0.491
H -3.184 -3.652 3.251  0.295
H -1.824 -3.405 -0.329  0.225
H -3.336 -3.380 0.607  0.251
H -2.347 -4.877 0.543  0.482
C -3.490 0.365 1.800  -0.929
C -3.286 -0.857 4.009  -1.604
H -3.840 -1.748 2.115  0.377
H -2.610 -0.086 4.398  0.259
H -3.055 -1.797 4.527  0.289
H -4.313 -0.552 4.252  0.493
H -2.776 1.160 2.074  0.007
H -4.494 0.683 2.118  0.559
H -3.499 0.256 0.706  -0.066
C -4.423 -1.772 -2.982  -0.785
H -3.534 -2.439 -3.042  0.183
H -5.309 -2.317 -2.611  0.360
H -4.715 -1.410 -3.982  0.349
F 0.430 4.360 3.564  -0.223
C -0.110 3.161 3.238  0.376
F 0.369 2.253 4.136  -0.198
F -1.455 3.239 3.404  -0.217
S 0.415 2.597 1.514  1.040
O -0.145 3.595 0.645  -0.723
O 1.854 2.519 1.570  -0.649
O -0.200 1.243 1.346  -0.273

Calculated values
HOMO-LUMO gap   7.02 eV
E_tot   -3820.91236 a.u.

=====

Record 2
Entry from the Open Molecules 2025 dataset: a molecular structure, C25H50ClF3O3P2SSi2V (ωB97M-V/def2-TZVPD).

Each line ends with the Mulliken spin population.
Element x y z (Å)
V -0.100 0.047 0.589  0.817
C -1.640 0.970 1.691  0.036
C -1.519 -0.389 2.077  -0.066
C -0.170 -0.562 2.598  -0.001
Si -3.022 -1.488 1.795  0.005
C 0.506 0.679 2.501  0.016
C -0.406 1.647 1.901  -0.011
Si -0.304 3.427 1.301  0.008
H -2.558 1.441 1.329  0.012
H 0.207 -1.474 3.039  0.003
H 1.484 0.914 2.908  0.003
Cl 3.473 -2.415 -1.896  0.000
C -1.980 4.152 0.883  -0.001
C 0.571 4.451 2.585  0.000
C -4.602 -0.542 1.464  0.000
C -3.225 -2.641 3.244  0.000
H 0.034 4.354 3.540  0.000
H 0.539 5.505 2.274  0.000
H 1.616 4.149 2.735  0.000
H -2.447 3.634 0.030  0.000
H -1.849 5.218 0.638  0.000
H -2.658 4.077 1.746  0.000
H -3.355 -2.054 4.165  0.000
H -2.372 -3.317 3.380  0.000
H -4.134 -3.238 3.087  0.000
H -4.870 0.098 2.317  0.000
H -5.416 -1.267 1.317  0.000
H -4.513 0.090 0.566  0.000
C 0.661 3.348 -0.328  0.005
C -2.580 -2.425 0.198  0.007
P 1.750 1.893 -0.379  0.031
H 1.212 4.292 -0.452  0.000
H -0.063 3.251 -1.154  -0.001
P -0.780 -2.528 -0.044  0.027
H -3.008 -1.882 -0.661  0.000
H -3.036 -3.424 0.254  0.001
C -0.518 -3.390 -1.680  -0.024
C -0.297 -3.768 1.294  -0.007
C 3.099 2.330 0.864  0.006
C 2.577 1.957 -2.053  -0.015
C 1.921 0.910 -2.960  0.014
H 3.624 1.651 -1.869  -0.004
C 2.572 3.356 -2.684  0.000
H 1.550 3.702 -2.900  0.000
H 3.128 3.325 -3.633  0.000
H 3.065 4.104 -2.049  0.000
H 2.115 -0.105 -2.589  -0.001
H 2.338 0.968 -3.976  -0.001
H 0.830 1.053 -3.016  -0.006
H 2.551 2.479 1.807  0.001
C 3.862 3.603 0.512  0.000
C 4.052 1.148 1.027  0.005
H 3.228 4.496 0.483  0.000
H 4.382 3.509 -0.448  0.000
H 4.629 3.773 1.279  0.000
H 3.553 0.267 1.449  0.001
H 4.876 1.423 1.701  0.000
H 4.497 0.866 0.062  0.000
H -0.651 -3.302 2.228  -0.001
C 1.225 -3.903 1.352  0.010
C -0.953 -5.137 1.127  0.001
H -2.046 -5.106 1.192  0.000
H -0.598 -5.791 1.936  0.000
H -0.661 -5.606 0.179  0.000
H 1.712 -2.974 1.678  0.002
H 1.635 -4.189 0.372  0.001
H 1.497 -4.693 2.070  0.000
C -0.139 -2.356 -2.743  0.033
C -1.711 -4.233 -2.120  0.001
H 0.356 -4.041 -1.504  -0.005
H -2.587 -3.606 -2.322  0.000
H -1.984 -4.993 -1.382  0.000
H -1.445 -4.762 -3.042  0.000
H -0.944 -1.624 -2.904  -0.003
H 0.058 -2.865 -3.697  -0.001
H 0.780 -1.818 -2.476  0.002
C 3.305 -1.877 -0.232  -0.016
H 2.362 -1.328 -0.097  0.018
H 3.359 -2.760 0.420  0.002
H 4.174 -1.254 0.011  -0.001
F -2.177 3.374 -2.993  0.000
C -2.582 2.142 -3.405  0.000
F -3.848 2.222 -3.853  0.000
F -1.781 1.749 -4.422  0.000
S -2.418 0.937 -2.006  0.001
O -3.237 1.481 -0.933  -0.002
O -2.824 -0.340 -2.556  0.002
O -0.957 1.002 -1.737  0.095

Calculated values
2S+1   2
HOMO-LUMO gap (spin up / spin down)   7.79 / 7.32 eV
E_tot   -4572.07497 a.u.

=====

Record 3
Entry from the Open Molecules 2025 dataset: 7 unconnected molecules or ions with the total composition C25H50NO32PS7 (ωB97M-V/def2-TZVPD).

Each line ends with the Mulliken charge.
Element x y z (Å)
C -4.453 -7.282 1.536  -1.095
C -4.961 -6.000 0.853  -0.123
C -3.854 -5.395 -0.006  0.385
O -2.898 -6.035 -0.329  -0.504
O -3.995 -4.100 -0.456  -0.364
C -3.559 -3.142 0.516  -0.748
C -2.026 -3.024 0.596  -0.867
C -1.446 -1.870 -0.260  0.175
O -0.871 -2.383 -1.464  -0.495
S -0.158 -1.282 -2.404  1.209
O -1.052 -0.908 -3.469  -0.598
O 1.029 -1.900 -2.915  -0.703
C 0.252 0.220 -1.497  -1.514
C -0.280 0.313 -0.035  0.072
C 0.497 1.327 0.802  -0.853
C -0.037 1.536 2.235  -0.927
C -1.567 1.658 2.347  0.983
C -2.033 1.785 3.816  -0.997
N -1.924 3.191 4.277  -0.622
C -0.412 -1.088 0.599  0.107
P 1.155 -1.979 0.849  0.597
O 0.972 -3.438 0.859  -0.819
O 2.257 -1.598 -0.256  -0.493
O 1.782 -1.560 2.288  -0.491
H -4.459 -8.089 0.801  0.263
H -3.445 -7.133 1.921  0.318
H -5.142 -7.584 2.330  0.353
H -5.756 -6.276 0.153  0.244
H -5.333 -5.258 1.565  0.339
H -4.009 -2.182 0.250  0.446
H -3.925 -3.404 1.518  0.316
H -1.514 -3.936 0.273  0.460
H -1.760 -2.904 1.649  0.459
H -2.270 -1.164 -0.434  0.272
H 1.339 0.322 -1.457  0.492
H -0.134 1.088 -2.035  0.635
H -1.302 0.704 -0.110  0.430
H 1.573 1.104 0.847  0.286
H 0.418 2.299 0.296  0.254
H 0.363 0.807 2.951  0.252
H 0.361 2.505 2.571  0.548
H -2.025 0.748 1.928  0.051
H -1.932 2.473 1.718  -0.578
H -3.060 1.407 3.872  0.340
H -1.390 1.149 4.433  0.347
H -1.008 3.263 4.709  0.370
H -1.885 3.755 3.429  0.341
H -0.858 -0.956 1.588  1.030
H 2.682 -2.416 -0.549  0.311
H 2.369 -0.810 2.086  0.303
C 0.586 5.311 -4.541  -0.189
C 1.089 3.897 -4.728  -0.345
O 1.472 3.479 -3.409  -0.324
S 0.510 4.171 -2.331  1.184
O -0.511 3.245 -1.982  -0.462
O 1.317 4.799 -1.348  -0.670
O -0.121 5.282 -3.287  -0.329
H 1.404 6.023 -4.458  0.162
H -0.079 5.624 -5.342  0.297
H 1.934 3.840 -5.406  0.371
H 0.295 3.233 -5.078  0.238
C 5.367 8.318 -6.389  -0.358
C 5.522 8.182 -4.889  -0.346
O 4.251 7.691 -4.443  -0.276
S 3.615 6.749 -5.569  1.207
O 3.890 5.396 -5.245  -0.546
O 2.307 7.215 -5.853  -0.566
O 4.576 7.187 -6.775  -0.304
H 4.819 9.225 -6.653  0.298
H 6.321 8.308 -6.909  0.313
H 5.756 9.126 -4.405  0.309
H 6.283 7.443 -4.632  0.295
C -5.419 4.634 1.367  -0.323
C -5.287 6.039 0.820  -0.405
O -3.909 6.376 1.029  -0.304
S -3.010 5.057 0.893  1.055
O -2.465 4.987 -0.410  -0.407
O -2.195 4.950 2.053  -0.680
O -4.197 3.983 0.995  -0.255
H -5.488 4.635 2.457  0.298
H -6.271 4.103 0.951  0.304
H -5.933 6.748 1.329  0.311
H -5.486 6.070 -0.253  0.301
C 3.137 -5.598 4.771  -0.229
C 1.777 -5.745 5.417  -0.338
O 1.475 -4.438 5.926  -0.363
S 2.121 -3.328 4.955  1.058
O 1.135 -2.859 4.056  -0.377
O 2.894 -2.437 5.749  -0.649
O 3.107 -4.302 4.153  -0.292
H 3.931 -5.604 5.516  0.201
H 3.329 -6.362 4.032  0.359
H 1.774 -6.477 6.220  0.320
H 1.013 -6.009 4.682  0.283
C -3.622 0.251 -5.502  -0.085
C -4.905 -0.379 -5.010  -0.315
O -5.763 0.734 -4.719  -0.324
S -5.447 1.931 -5.740  1.056
O -6.389 1.891 -6.801  -0.542
O -5.220 3.111 -4.986  -0.504
O -4.047 1.378 -6.288  -0.318
H -3.016 0.618 -4.673  0.129
H -3.030 -0.430 -6.107  0.331
H -4.755 -0.989 -4.123  0.290
H -5.380 -0.980 -5.788  0.291
C 8.225 -5.863 3.966  -0.303
C 8.359 -6.004 5.467  -0.334
O 7.132 -6.621 5.878  -0.305
S 6.617 -7.607 4.723  1.029
O 7.013 -8.931 5.034  -0.554
O 5.267 -7.274 4.430  -0.436
O 7.556 -7.060 3.546  -0.320
H 7.598 -5.009 3.700  0.273
H 9.187 -5.774 3.468  0.309
H 8.489 -5.048 5.968  0.319
H 9.182 -6.670 5.735  0.289

Calculated values
SMILES string   CCC(=O)OCC[C@@H]1OS(=O)(=O)C[C@H](CCCCN)[C@@H]1P(=O)(O)O.O=S1(=O)OCCO1.O=S1(=O)OCCO1.O=S1(=O)OCCO1.O=S1(=O)OCCO1.O=S1(=O)OCCO1.O=S1(=O)OCCO1
HOMO-LUMO gap   9.16 eV
E_tot   -6573.61015 a.u.
Relative energy (zero: lowest compared OMol25 entry of this formula, charge and spin)   0.0 kJ/mol

=====

Record 4
Entry from the Open Molecules 2025 dataset: a molecular structure, C25H50NO6S (ωB97M-V/def2-TZVPD).

Each line ends with the Mulliken charge.
Element x y z (Å)
C 3.584 0.749 -2.336  -1.154
C 3.536 2.261 -2.134  -0.548
C 2.121 2.773 -1.860  0.216
C 1.960 4.277 -2.086  -1.533
C 0.507 4.750 -1.896  0.304
C -0.307 4.613 -3.161  -0.523
O -0.234 3.320 -3.814  -0.300
S -1.053 3.501 -5.190  1.122
O -0.189 3.965 -6.216  -0.618
O -1.847 2.336 -5.366  -0.575
O -1.937 4.730 -4.709  -0.427
C -1.807 4.897 -3.235  0.194
C -2.811 3.924 -2.635  -0.395
C -3.340 4.195 -1.216  -1.209
C -2.389 4.636 -0.092  -0.565
C -1.611 3.559 0.719  -1.076
C -1.830 2.084 0.364  -0.809
C -0.938 1.630 -0.798  2.033
C -1.285 0.257 -1.378  -1.017
C -0.828 -0.876 -0.471  -0.741
O -0.844 -2.146 -1.151  -0.350
C 0.363 -2.750 -1.312  0.400
C 1.387 -2.000 -2.122  -0.047
O 0.543 -3.850 -0.886  -0.584
H 3.313 0.216 -1.418  0.193
H 2.900 0.442 -3.132  0.300
H 4.589 0.420 -2.610  0.442
H 4.196 2.550 -1.310  0.312
H 3.915 2.755 -3.036  0.413
H 1.418 2.229 -2.500  0.161
H 1.845 2.551 -0.820  0.210
H 2.312 4.541 -3.088  0.468
H 2.574 4.799 -1.346  0.450
H 0.079 4.217 -1.045  -0.874
H 0.504 5.822 -1.673  0.569
H 0.136 5.316 -3.880  0.614
H -2.043 5.942 -3.028  0.556
H -3.676 3.978 -3.301  0.581
H -2.440 2.904 -2.737  0.070
H -4.104 4.974 -1.304  0.492
H -3.891 3.299 -0.916  0.379
H -1.687 5.382 -0.478  0.298
H -3.007 5.189 0.619  0.481
H -0.531 3.734 0.654  0.422
H -1.853 3.702 1.776  0.431
H -2.880 1.846 0.169  0.341
H -1.557 1.491 1.247  0.551
H 0.100 1.610 -0.439  -0.054
H -0.957 2.365 -1.603  -1.482
H -2.366 0.176 -1.522  0.445
H -0.804 0.132 -2.352  0.280
H 0.176 -0.666 -0.078  0.440
H -1.492 -0.984 0.391  0.444
H 1.314 -2.360 -3.151  0.315
H 2.385 -2.219 -1.745  0.350
H 1.221 -0.923 -2.120  -0.382
C -2.254 -6.297 4.352  -1.271
C -1.786 -4.924 3.871  -0.683
C -0.524 -4.927 3.014  -0.493
N 0.785 -4.750 3.768  0.358
C 0.872 -5.639 4.959  -1.311
C 1.927 -5.044 2.817  -0.710
C 2.229 -3.722 2.146  0.019
C 2.021 -2.684 3.254  -0.654
C 0.955 -3.290 4.174  -0.533
H -1.584 -6.755 5.078  0.313
H -3.230 -6.211 4.827  0.393
H -2.357 -6.983 3.510  0.337
H -1.682 -4.232 4.712  0.324
H -2.573 -4.505 3.243  0.448
H -0.547 -4.103 2.302  0.307
H -0.439 -5.853 2.447  0.506
H 0.742 -6.671 4.642  0.389
H 0.108 -5.362 5.679  0.444
H 1.855 -5.511 5.407  0.499
H 2.769 -5.403 3.407  0.396
H 1.616 -5.828 2.132  0.390
H 1.555 -3.559 1.306  -0.331
H 3.244 -3.708 1.754  0.542
H 1.692 -1.726 2.857  0.371
H 2.944 -2.505 3.803  0.292
H -0.012 -2.805 4.070  0.295
H 1.238 -3.265 5.223  0.348

Calculated values
Charge   +1
HOMO-LUMO gap   10.13 eV
E_tot   -1886.70751 a.u.

=====

Record 5
Entry from the Open Molecules 2025 dataset: 3 unconnected molecules or ions with the total composition C25H51B2BrCl3FNO5 (ωB97M-V/def2-TZVPD).

Each line ends with the Mulliken charge.
Element x y z (Å)
C -1.614 -1.209 -3.079  -1.073
C -1.300 0.257 -2.716  -0.943
C -1.276 0.536 -1.198  -0.667
C 0.115 0.631 -0.546  1.570
C 1.031 -0.486 -1.096  -2.080
B 0.113 0.729 1.095  0.538
C -0.915 -0.256 1.924  -0.381
Br -0.854 -2.139 1.253  -0.254
C -2.358 0.248 1.983  0.156
C -3.454 -0.791 2.290  -1.744
O 1.508 0.575 1.611  -0.676
C 2.113 1.858 1.799  0.825
C 2.874 2.156 0.470  -1.444
C 4.277 2.782 0.563  -0.602
C 4.704 3.388 -0.785  -0.473
F 4.846 4.773 -0.683  -0.344
B 3.227 1.571 2.932  1.417
N 3.843 2.605 3.790  -0.421
O 3.669 0.265 3.103  -0.855
C 0.843 2.813 2.106  0.576
C 1.079 4.164 1.409  -0.928
Cl 2.399 5.088 2.083  -0.113
C 0.382 4.704 0.398  0.677
C -0.797 4.059 -0.275  -1.037
Cl 0.780 6.268 -0.257  -0.267
C 0.681 3.111 3.635  0.222
Cl -0.449 4.537 3.834  -0.267
C 0.066 1.967 4.426  -0.108
C 1.099 0.983 4.993  -1.259
O -0.223 2.095 1.658  -0.397
H -2.538 -1.267 -3.650  0.250
H -0.834 -1.655 -3.694  0.211
H -1.727 -1.820 -2.185  0.374
H -2.102 0.865 -3.140  0.382
H -0.384 0.596 -3.196  0.327
H -1.917 -0.190 -0.700  0.145
H -1.758 1.509 -1.055  0.106
H 0.535 1.580 -0.899  -0.563
H 0.463 -1.403 -1.226  0.334
H 1.391 -0.205 -2.092  0.299
H 1.911 -0.657 -0.482  0.346
H -0.520 -0.353 2.932  0.579
H -2.454 0.994 2.771  0.166
H -2.651 0.740 1.058  -0.012
H -3.779 -1.328 1.404  0.303
H -3.167 -1.462 3.096  0.324
H -4.327 -0.236 2.650  0.488
H 2.279 2.732 -0.239  0.220
H 3.000 1.179 0.006  0.534
H 4.337 3.603 1.271  0.255
H 5.034 2.027 0.786  0.315
H 3.987 3.163 -1.573  0.259
H 5.683 3.013 -1.090  0.312
H 4.736 2.897 3.412  0.226
H 4.028 2.214 4.707  0.177
H 3.910 -0.081 2.242  0.272
H -0.477 3.338 -1.022  0.146
H -1.364 4.826 -0.802  0.607
H -1.469 3.602 0.442  0.062
H 1.616 3.402 4.097  0.760
H -0.677 1.412 3.867  -0.549
H -0.462 2.406 5.273  0.740
H 0.709 0.443 5.853  0.404
H 2.049 1.458 5.218  0.235
H 1.314 0.222 4.238  0.319
C -1.564 -5.913 2.032  -0.941
C -0.345 -6.816 1.940  0.343
C 0.331 -6.971 3.295  -1.178
O 0.578 -6.297 0.985  -0.551
H -1.267 -4.914 2.360  0.071
H -2.036 -5.805 1.055  0.289
H -2.301 -6.306 2.735  0.385
H -0.639 -7.799 1.566  0.270
H 0.673 -6.000 3.661  0.276
H 1.205 -7.618 3.214  0.317
H -0.352 -7.397 4.033  0.352
H 0.849 -5.421 1.281  0.350
C -2.467 -0.623 -8.623  -1.315
C -2.565 -1.547 -7.417  0.435
C -3.665 -2.582 -7.599  -1.300
O -2.790 -0.791 -6.232  -0.436
H -3.403 -0.073 -8.757  0.348
H -1.675 0.111 -8.476  0.321
H -2.261 -1.181 -9.537  0.375
H -1.610 -2.053 -7.268  0.246
H -4.637 -2.091 -7.704  0.340
H -3.721 -3.235 -6.728  0.317
H -3.492 -3.196 -8.485  0.379
H -3.629 -0.329 -6.329  0.305

Calculated values
Charge   -1
HOMO-LUMO gap   7.50 eV
E_tot   -5518.47421 a.u.